No. 1
Computed, not measured: C23H33IrN3O2 as an isolated structure, with ωB97M-V/def2-TZVPD.

```
62
Properties=species:S:1:pos:R:3:mulliken_charge:R:1
Ir -0.554 1.035 -0.068 1.0840
N -1.144 1.111 1.896 -0.5428
C -1.475 2.479 2.371 -0.6176
C -1.408 3.474 1.235 0.6312
O -1.691 4.621 1.380 -0.5673
O -0.977 2.932 0.092 -0.7937
H -1.969 0.512 1.908 0.2461
H -0.422 0.669 2.459 0.4387
H -0.767 2.812 3.127 0.3742
H -2.480 2.526 2.786 0.3700
C 2.813 -3.923 0.084 -1.3515
C 2.835 -2.758 -0.918 0.1279
C 1.616 -2.794 -1.843 -1.4347
C 3.213 -1.402 -0.293 0.0525
C 4.583 -1.251 -0.074 -0.7121
C 5.162 -0.039 0.244 -1.4168
C 4.369 1.095 0.265 -0.3798
C 2.997 0.990 0.110 0.0124
C 2.150 2.230 0.092 3.4552
C 2.049 2.792 -1.333 -1.3492
C 2.547 3.326 1.073 -1.8996
C 2.404 -0.274 -0.052 0.6092
N 0.965 -0.415 0.060 -0.1705
C 0.482 -1.527 0.546 -0.5673
C -0.898 -1.706 0.502 0.6005
C -1.791 -2.715 0.846 -1.6497
C -3.049 -2.264 0.459 -0.5558
C -2.912 -0.987 -0.110 -0.3209
N -1.593 -0.662 -0.088 -0.1132
C -4.035 -0.171 -0.723 2.4515
C -5.221 -0.134 0.249 -1.6700
C -3.621 1.260 -1.060 -1.6661
C -4.452 -0.884 -2.021 -1.7815
H 2.958 -4.865 -0.445 0.4100
H 1.861 -4.004 0.614 0.3280
H 3.607 -3.827 0.825 0.3501
H 3.688 -2.956 -1.571 0.7174
H 0.662 -2.836 -1.319 0.1802
H 1.675 -3.695 -2.454 0.5124
H 1.601 -1.933 -2.515 0.3340
H 5.218 -2.118 -0.214 0.4759
H 6.228 0.034 0.408 0.3985
H 4.823 2.069 0.398 0.3777
H 1.151 1.883 0.394 -1.8293
H 3.046 3.029 -1.708 0.3889
H 1.449 3.703 -1.342 0.3957
H 1.595 2.070 -2.020 0.3773
H 3.401 3.892 0.698 0.4241
H 2.806 2.919 2.051 0.4210
H 1.724 4.034 1.193 0.4391
H 1.136 -2.263 0.994 0.9063
H -1.534 -3.664 1.290 0.5329
H -3.982 -2.794 0.565 0.5695
H -4.913 0.212 1.239 0.3290
H -5.678 -1.117 0.360 0.3933
H -5.983 0.551 -0.126 0.4486
H -3.544 1.883 -0.167 0.2282
H -4.368 1.716 -1.710 0.4594
H -2.674 1.295 -1.606 0.3028
H -4.732 -1.919 -1.826 0.3906
H -3.634 -0.883 -2.745 0.3907
H -5.309 -0.373 -2.464 0.4543
```

- E_tot (hartree) = -1315.03124
- molar mass (g/mol) = 575.8
- ΔE to the lowest compared entry with this formula, charge and spin (kcal/mol) = 40.90
- net charge = +1

No. 2
Computed, not measured: C23H33LaNOP2Si as an isolated structure, with ωB97M-V/def2-TZVPD.

```
62
Properties=species:S:1:pos:R:3:mulliken_charge:R:1
C -2.258 2.397 -2.890 -0.4046
C -1.874 1.073 -2.673 0.0995
C -0.573 0.665 -3.095 -0.0812
C 0.454 1.664 -3.287 1.0318
C 0.056 3.028 -3.316 -1.0190
C -1.285 3.376 -3.165 -0.4592
C 1.783 1.225 -3.283 -0.8827
C 2.107 -0.099 -2.977 1.0222
C 1.001 -1.027 -2.820 -0.1170
C 1.226 -2.278 -2.153 -0.0383
C 2.530 -2.741 -2.019 -0.3816
C 3.611 -1.874 -2.241 -0.5302
C 3.411 -0.575 -2.678 -1.0226
H -3.309 2.668 -2.778 0.4289
H 0.847 3.772 -3.410 0.4110
H -1.592 4.420 -3.209 0.4069
H 2.583 1.934 -3.490 0.4316
H 2.688 -3.767 -1.678 0.4928
H 4.618 -2.231 -2.020 0.4091
H 4.223 0.151 -2.764 0.4000
N -0.254 -0.645 -3.131 -0.4577
La 0.023 0.359 1.770 0.7431
C -2.721 0.097 -1.893 -1.3002
H -2.489 -0.917 -2.240 0.4347
H -3.784 0.335 -2.039 0.6773
C 0.039 -2.952 -1.514 -1.3236
H -0.852 -2.717 -2.110 0.5389
H 0.220 -4.034 -1.465 0.6896
P -2.390 0.093 -0.038 0.7324
P -0.329 -2.350 0.234 0.5936
C 1.053 -3.221 1.074 -1.3722
H 1.040 -3.015 2.153 0.4008
H 0.941 -4.302 0.912 0.4050
H 2.013 -2.891 0.658 0.4291
C -1.691 -3.538 0.547 -1.3046
H -1.270 -4.553 0.579 0.4958
H -2.173 -3.313 1.503 0.3226
H -2.438 -3.485 -0.257 0.3845
C -2.912 1.816 0.337 -1.4643
H -3.968 1.925 0.060 0.3785
H -2.800 2.044 1.408 0.4557
H -2.316 2.524 -0.249 0.4593
C -3.914 -0.797 0.458 -1.3855
H -3.895 -0.996 1.536 0.3389
H -4.776 -0.159 0.215 0.5073
H -4.002 -1.748 -0.083 0.3816
C -1.463 -1.059 2.907 0.0888
O -2.262 -1.706 3.463 -0.3243
H 1.569 1.665 1.697 -0.0123
C 2.310 0.215 3.844 -1.1333
Si 1.889 1.943 3.226 0.4276
C 0.260 2.574 3.933 -1.0925
C 3.276 3.115 3.479 -1.0391
H 1.536 -0.579 3.751 0.4448
H 2.505 0.353 4.917 0.3199
H 3.234 -0.157 3.368 0.3259
H 0.449 2.724 5.007 0.3113
H -0.007 3.551 3.492 0.3391
H -0.635 1.914 3.859 0.3890
H 3.468 3.300 4.545 0.3548
H 4.200 2.727 3.031 0.3213
H 3.067 4.080 3.000 0.3206
```

- E_tot (hartree) = -2029.69800
- molar mass (g/mol) = 568.5
- net charge = +1

No. 3
Computed, not measured: C23H33LuN3P2S as an isolated structure, with ωB97M-V/def2-TZVPD.

```
63
Properties=species:S:1:pos:R:3:mulliken_charge:R:1
C 2.045 -2.628 -3.091 -0.9059
C 1.516 -1.509 -2.453 0.5382
C 0.123 -1.269 -2.588 0.2224
C -0.693 -2.135 -3.324 0.7473
C -0.139 -3.257 -3.938 -0.8911
C 1.229 -3.503 -3.824 -0.8906
C -2.160 -1.820 -3.359 -0.9679
C -2.399 -0.338 -3.407 0.7513
C -1.521 0.474 -2.680 0.4073
C -1.688 1.889 -2.654 0.4245
C -2.777 2.426 -3.332 -1.0017
C -3.663 1.612 -4.051 -0.8860
C -3.471 0.232 -4.091 -0.9795
H 3.115 -2.830 -3.004 0.3870
H -0.794 -3.926 -4.504 0.4192
H 1.666 -4.379 -4.305 0.3809
H -2.636 -2.312 -4.210 0.5205
H -2.940 3.505 -3.294 0.3709
H -4.500 2.059 -4.585 0.3825
H -4.146 -0.422 -4.651 0.4186
N -0.459 -0.142 -2.005 0.0183
Lu -0.886 -0.194 0.192 0.3369
C 2.374 -0.575 -1.627 -1.0830
H 2.306 0.456 -2.010 0.3297
H 3.423 -0.901 -1.633 0.5709
C -0.708 2.790 -1.933 -1.1666
H 0.314 2.674 -2.325 0.4130
H -1.008 3.842 -2.007 0.5246
P 1.842 -0.490 0.148 0.9010
P -0.578 2.438 -0.127 0.9800
C -1.995 3.395 0.519 -1.3410
H -1.969 3.416 1.617 0.4709
H -1.938 4.414 0.122 0.4605
H -2.926 2.909 0.211 0.3641
C 0.835 3.449 0.386 -1.1702
H 0.574 4.507 0.257 0.4535
H 1.062 3.242 1.440 0.2446
H 1.713 3.191 -0.220 0.3226
C 2.253 -2.194 0.650 -1.3138
H 3.265 -2.457 0.311 0.4232
H 2.188 -2.269 1.744 0.3542
H 1.529 -2.896 0.216 0.3834
C 3.186 0.449 0.933 -1.2075
H 2.943 0.590 1.995 0.2341
H 4.135 -0.098 0.846 0.4410
H 3.282 1.441 0.473 0.3547
H -2.628 -2.216 -2.430 0.1609
H -2.703 0.187 0.039 -0.2450
S -0.842 0.991 2.535 -0.4012
C -0.139 -0.012 3.752 0.1229
N 0.910 0.436 4.458 -0.1204
C 1.313 -0.110 5.761 -0.5759
C 0.910 -1.562 5.849 -0.5267
C -0.524 -1.748 5.415 -0.6319
N -0.663 -1.223 4.047 -0.0635
H 1.183 1.389 4.223 0.2549
H 0.826 0.469 6.557 0.3263
H 2.394 0.021 5.841 0.3544
H 1.022 -1.903 6.877 0.3356
H 1.565 -2.162 5.215 0.2649
H -1.200 -1.202 6.088 0.3080
H -0.817 -2.799 5.384 0.3845
H -1.535 -1.413 3.559 0.3054
```

- E_tot (hartree) = -3376.78027
- molar mass (g/mol) = 620.5
- net charge = +1

No. 4
Computed, not measured: C23H33N2O2P2Y as an isolated structure, with ωB97M-V/def2-TZVPD.

```
63
Properties=species:S:1:pos:R:3:mulliken_charge:R:1
Y 0.255 -0.737 -0.042 0.1553
P -1.249 -0.379 -2.444 1.2110
C 0.125 0.522 -3.230 -1.2166
C 0.947 1.429 -2.536 0.9692
N 0.994 1.360 -1.134 0.3791
C 1.588 2.342 -0.430 0.6886
C 2.116 3.463 -1.066 -1.0373
C 2.180 3.515 -2.457 -0.5242
C 1.647 2.486 -3.199 -1.1475
C 1.641 2.370 1.104 -1.1709
P 1.565 0.727 2.045 0.9978
H 1.701 2.445 -4.282 0.4558
H 2.467 4.279 -0.434 0.4733
H 2.664 4.366 -2.936 0.4239
H 2.596 2.865 1.376 0.5738
H 0.789 2.992 1.451 0.3917
H 2.417 -2.230 -2.277 0.2778
H 0.409 0.332 -4.280 0.3192
H 4.596 -4.192 2.379 0.3249
O 2.029 -2.102 -1.407 -0.6038
H 2.398 -2.926 -1.000 0.2528
H -0.012 -1.945 1.730 -0.0389
O 4.297 -3.436 2.921 -0.5985
H 3.264 -3.487 2.879 0.2884
C 3.360 0.494 2.387 -1.4207
H 3.827 1.303 2.978 0.4303
H 3.464 -0.464 2.917 0.4619
H 3.895 0.394 1.433 0.3568
C 1.020 1.332 3.699 -1.3154
H 0.740 0.434 4.262 0.4101
H 1.792 1.860 4.283 0.4129
H 0.134 1.978 3.627 0.3786
C -2.611 0.715 -2.842 -1.2666
H -2.902 0.485 -3.868 0.4587
H -3.505 0.594 -2.231 0.2909
H -2.333 1.769 -2.801 0.3277
C -1.492 -1.825 -3.479 -1.4535
H -2.305 -2.414 -3.048 0.4041
H -1.790 -1.489 -4.473 0.4371
H -0.599 -2.451 -3.561 0.3150
C -1.646 -3.836 3.691 -0.6151
C -0.869 -3.776 2.559 -0.7573
C -0.870 -2.679 1.565 0.5137
C -2.047 -1.732 1.842 0.4899
C -2.876 -1.886 2.985 -0.4685
C -2.655 -2.877 3.975 -0.6368
N -1.903 -0.633 1.028 0.4709
C -2.934 0.298 0.900 0.3145
C -4.285 -0.105 0.876 -0.2580
C -5.282 0.808 0.508 -0.8381
C -4.925 2.134 0.214 -0.5317
C -3.584 2.553 0.278 -0.7531
C -2.580 1.634 0.596 -0.1793
H -1.545 -4.646 4.428 0.3902
H -0.231 -4.621 2.311 0.4651
H -0.700 -3.051 0.494 0.1765
H -3.670 -1.150 3.198 0.4881
H -3.182 -2.848 4.961 0.4453
H -4.504 -1.155 1.078 0.5466
H -6.315 0.454 0.480 0.4101
H -5.702 2.863 -0.018 0.4218
H -3.330 3.600 0.093 0.4477
H -1.520 1.925 0.621 0.3849
```

- E_tot (hartree) = -1876.69540
- molar mass (g/mol) = 520.4
- net charge = +2